# CH2BrP

2 unconnected molecules or ions with the total composition CH2BrP in a non-equilibrium geometry (ωB97M-V with the def2-TZVPD basis set, the Open Molecules 2025 dataset).

Values from the calculation:
relative energy (zero: lowest compared OMol25 entry of this formula, charge and spin): 465.2 kJ/mol
largest force on an atom: 0.054 hartree/bohr
2S+1: 1
gap between HOMO and LUMO (alpha / beta): 8.14 / 8.31 eV
energy: -2954.461713 Eh
HOMO energy (alpha / beta): -9.4066 / -9.2368 eV

Last column: Mulliken charge in e.
Geometry (Å):
C  1.4296  0.2818  0.1719  -0.176
P  0.7469  1.8382  0.0139  -0.002
Br  3.2540  -0.1930  -0.0034  -0.034
H  0.6431  -1.5597  -0.2078  0.139
H  -0.4350  1.0911  -0.2708  0.074